Entry 1:
The following is a DFT calculation (the ωB97M-V functional and the def2-TZVPD basis) of 2 unconnected molecules or ions with the total composition C7H11Br at a distorted geometry.

CARTESIAN COORDINATES (ANGSTROEM)
C  -2.67123  -0.88766  -0.81105
C  -2.01692  0.21840  -0.51299
C  0.24577  -1.01753  1.03306
C  -0.43766  0.22066  0.79963
C  0.90068  0.07148  0.26647
C  1.95944  0.95152  0.93093
C  0.94646  -0.06168  -1.20283
Br  -2.13029  1.95670  -1.28156
H  -3.63732  -0.95233  -1.29907
H  -2.31905  -1.84772  -0.57964
H  0.58515  -1.28460  2.14965
H  -0.06429  -1.81248  0.42498
H  -0.88593  0.83914  1.52760
H  1.68897  1.06010  1.98140
H  2.05389  2.04778  0.67375
H  2.93885  0.72839  0.92576
H  0.83886  0.83795  -1.81020
H  0.14225  -0.62298  -1.58698
H  1.86236  -0.44514  -1.62889

The calculation puts the HOMO-LUMO gap at 9.89 eV. Its energy above the lowest of the compared OMol25 structures with the same formula, charge and spin is 267.6 kJ/mol. The value obtained for the LUMO energy is 0.83 eV.


Entry 2:
The following is a DFT calculation (the ωB97M-V functional and the def2-TZVPD basis) of 3 unconnected molecules or ions with the total composition C3H7NO2S at a distorted geometry.

CARTESIAN COORDINATES (ANGSTROEM)
C  -4.55537  0.04705  -1.06190
C  4.80327  -0.61795  0.39947
C  3.91238  -1.56326  0.50393
N  -4.46739  0.03402  0.16481
O  0.06009  1.51233  0.04962
O  -1.62132  3.26398  -0.05677
S  -1.26744  1.94174  0.40844
H  -5.37731  -0.43184  -1.63005
H  5.05041  -0.14735  1.37284
H  -3.66302  0.52716  -1.51029
H  5.09787  -0.11048  -0.50937
H  3.63439  -2.26594  -0.27961
H  3.76877  -1.87705  1.58160
H  -5.37532  -0.31241  0.56727

The calculation puts the HOMO-LUMO gap at 9.24 eV. Its energy above the lowest of the compared OMol25 structures with the same formula, charge and spin is 348.1 kJ/mol. The value obtained for the LUMO energy is -1.00 eV.


Entry 3:
The following is a DFT calculation (the ωB97M-V functional and the def2-TZVPD basis) of a molecular structure, C25H26GaN3O5S3.

CARTESIAN COORDINATES (ANGSTROEM)
Ga  -0.19156  -0.51702  -0.08422
C  -2.32400  0.32906  7.61252
C  -2.08840  -0.42028  6.32721
C  -1.02449  -1.30617  6.19654
C  -0.79380  -1.96683  4.99806
C  -1.61831  -1.72817  3.90665
C  -2.68835  -0.85039  4.02104
C  -2.92094  -0.21583  5.23117
S  -1.25115  -2.49398  2.33922
O  -2.46363  -2.42235  1.56678
O  -0.71808  -3.79574  2.68616
N  -0.16323  -1.56260  1.67401
C  1.19100  -1.68504  2.19668
C  2.13032  -0.73513  1.45362
O  3.29028  -0.63648  1.82317
O  1.60551  -0.08389  0.46748
H  -1.76183  -0.11224  8.43668
H  -3.38169  0.32980  7.88272
H  -2.01143  1.37194  7.51678
H  -0.37084  -1.48742  7.04335
H  0.01102  -2.68401  4.90521
H  -3.31724  -0.65580  3.16013
H  -3.75088  0.47754  5.30790
H  1.58848  -2.69842  2.09731
H  1.25243  -1.40682  3.25576
S  0.18322  0.68087  -2.16516
C  -0.22630  -0.56861  -3.28288
C  -0.29610  -0.18227  -4.66519
N  -0.33915  0.15542  -5.76587
C  -0.47898  -1.86364  -2.94432
S  -0.43781  -2.47902  -1.31468
C  -0.80413  -2.81453  -3.96412
N  -1.06124  -3.60138  -4.76668
C  -3.89959  -1.02041  -0.78469
C  -4.17751  0.45629  -0.52651
C  -3.63794  1.32734  -1.66385
C  -3.74738  0.97882  0.83659
C  -4.75626  1.34474  1.72011
C  -4.49874  2.01815  2.90459
C  -3.18971  2.37842  3.17414
C  -2.13467  2.01432  2.34514
C  -0.75428  2.52884  2.72009
C  0.11013  1.46455  3.39296
C  -0.00403  3.19793  1.56644
C  -2.39491  1.22810  1.19253
O  -1.40686  0.85603  0.39342
H  -4.35300  -1.31803  -1.73541
H  -4.29867  -1.64935  0.01031
H  -2.83609  -1.23577  -0.85015
H  -5.26851  0.57442  -0.53104
H  -2.55422  1.25658  -1.74049
H  -3.89862  2.37783  -1.50749
H  -4.06950  1.00476  -2.61585
H  -5.78236  1.12095  1.44295
H  -5.30549  2.29800  3.57251
H  -2.96388  2.96044  4.06375
H  -0.93902  3.31240  3.46597
H  0.35314  0.68975  2.67375
H  -0.41579  0.99477  4.22804
H  1.04432  1.89918  3.75917
H  0.25273  2.48574  0.78646
H  0.92230  3.64271  1.94160
H  -0.60900  3.98986  1.11723

The calculation puts the HOMO-LUMO gap at 6.41 eV. As for the total charge: -2. Its energy above the lowest of the compared OMol25 structures with the same formula, charge and spin is 0.0 kJ/mol. The value obtained for the LUMO energy is 4.16 eV.


Entry 4:
The following is a DFT calculation (the ωB97M-V functional and the def2-TZVPD basis) of a single C3H7NO3 molecule at a distorted geometry.

CARTESIAN COORDINATES (ANGSTROEM)
N  0.35365  1.47612  -0.47354
C  -0.00744  0.10396  -0.57642
C  0.80801  -0.71743  0.41403
O  2.20502  -0.45242  0.26315
C  -1.42998  -0.24128  -0.16745
O  -1.93442  -1.30168  -0.41033
O  -2.03028  0.69555  0.58716
H  1.35812  1.52101  -0.40337
H  -0.08651  1.88075  0.39764
H  0.05853  -0.34663  -1.58135
H  0.56815  -0.42422  1.44335
H  0.64418  -1.79102  0.29066
H  2.44023  -0.76266  -0.57745
H  -2.94727  0.35996  0.79392

The calculation puts the HOMO-LUMO gap at 10.24 eV. Its energy above the lowest of the compared OMol25 structures with the same formula, charge and spin is 128.6 kJ/mol. As for the SMILES: N[C@@H](CO)C(=O)O. The value obtained for the LUMO energy is 0.63 eV.


Entry 5:
The following is a DFT calculation (the ωB97M-V functional and the def2-TZVPD basis) of a single CH3OPS molecule at a distorted geometry.

CARTESIAN COORDINATES (ANGSTROEM)
O  0.43031  -0.97774  -1.14938
P  0.96649  -0.15295  0.15596
C  -0.65710  0.93596  0.47493
S  -0.37620  2.38997  1.04659
H  0.87896  -1.70084  -1.58101
H  0.42805  -1.18111  1.02895
H  -1.67051  0.68671  0.02396

The calculation puts the HOMO-LUMO gap at 8.17 eV. Its energy above the lowest of the compared OMol25 structures with the same formula, charge and spin is 121.1 kJ/mol. As for the SMILES: OPC=S. The value obtained for the LUMO energy is -0.44 eV.


Entry 6:
The following is a DFT calculation (the ωB97M-V functional and the def2-TZVPD basis) of 2 unconnected molecules or ions with the total composition C3H4N2S at a distorted geometry.

CARTESIAN COORDINATES (ANGSTROEM)
C  -3.02683  -0.54607  -0.10620
C  0.03029  0.37761  0.70450
C  0.00606  0.14456  -0.72692
N  -2.44546  -1.50480  -0.53139
N  -3.20573  0.60058  0.30975
S  -0.80351  1.60293  -0.15244
H  -0.74036  -0.31507  1.40159
H  0.96090  0.63876  1.05118
H  0.79790  0.24065  -1.43526
H  -0.60392  -0.69948  -1.09560

The calculation puts the HOMO-LUMO gap (alpha / beta) at 6.90 / 6.91 eV. Its energy above the lowest of the compared OMol25 structures with the same formula, charge and spin is 538.3 kJ/mol. The value obtained for the LUMO energy (alpha / beta) is -2.29 / -2.30 eV.


no.,electronic energy (eV)
1,-77475.4900
2,-19641.9961
3,-125942.8509
4,-10857.0351
5,-23255.5886
6,-16985.9119